1.
# C2H9N3O

A cluster of 2 separate species, C2H9N3O in total (ωB97M-V/def2-TZVPD, the OMol25 dataset).

Values from the calculation:
Kohn-Sham gap ... 0.364 Ha
E_HOMO ... -9.11 eV
Energy relative to the best compared isomer or geometry (same formula, charge and spin) ... 9.84 kcal/mol

Last column: Mulliken charge in e.
Geometry (Å):
1 O -0.737 -1.163 -2.721  -0.684
2 N 0.289 0.075 1.387  -0.272
3 N -0.436 0.846 -0.649  -0.898
4 N 1.881 0.738 -0.124  -0.420
5 C -0.994 -0.527 1.691  -0.816
6 C 0.532 0.611 0.155  0.642
7 H -1.732 0.216 1.998  0.250
8 H -1.434 -0.962 -3.355  0.324
9 H -0.803 -0.468 -2.045  0.426
10 H -0.071 1.235 -1.515  0.221
11 H -0.872 -1.146 2.582  0.351
12 H 1.049 -0.313 1.916  0.236
13 H -1.367 -1.158 0.887  0.252
14 H 2.524 0.647 0.639  0.181
15 H 2.172 1.367 -0.846  0.208

2.
# C2H9N3O

A cluster of 2 separate species, C2H9N3O in total (ωB97M-V/def2-TZVPD, the OMol25 dataset).

Values from the calculation:
Kohn-Sham gap ... 0.346 Ha
E_HOMO ... -19.32 eV
Energy relative to the best compared isomer or geometry (same formula, charge and spin) ... 37.76 kcal/mol
Charge ... +2

Last column: Mulliken charge in e.
Geometry (Å):
1 O 1.199 -0.606 1.574  -0.245
2 N 1.079 1.824 0.046  -0.305
3 N -0.457 -1.989 -1.243  -0.604
4 N -1.084 1.573 0.637  -0.182
5 C 0.047 1.080 0.460  0.767
6 C 0.302 -0.366 0.704  -0.336
7 H 2.021 1.525 -0.157  0.249
8 H 1.133 -1.505 1.887  0.439
9 H 0.776 2.754 -0.133  0.193
10 H 0.093 -2.346 -2.040  0.371
11 H -0.962 2.498 0.347  0.189
12 H -0.001 -1.500 -0.321  0.394
13 H -2.009 1.246 0.918  0.275
14 H -1.075 -2.839 -0.966  0.419
15 H -1.062 -1.351 -1.714  0.378

3.
# C2H9N3S

A structure of composition C2H9N3S (ωB97M-V/def2-TZVPD, the OMol25 dataset).

Values from the calculation:
Kohn-Sham gap (spin up / spin down) ... 0.287 / 0.282 Ha
E_HOMO (spin up / spin down) ... -8.47 / -8.61 eV
Energy relative to the best compared isomer or geometry (same formula, charge and spin) ... 103.99 kcal/mol

Last column: Mulliken charge in e.
Geometry (Å):
1 S -1.038 0.068 0.020  0.245
2 N -1.703 1.413 0.155  -0.595
3 N 0.641 0.246 -0.288  -0.022
4 N -2.595 -1.540 0.707  -0.383
5 C 1.193 -1.053 -0.666  -0.776
6 C 1.308 1.207 0.537  -0.877
7 H 2.318 -1.014 -0.676  0.288
8 H 0.722 -1.406 -1.602  0.265
9 H -2.337 1.439 0.971  0.237
10 H 2.349 1.278 0.243  0.303
11 H -1.088 0.003 -1.292  0.128
12 H 0.737 2.087 0.538  0.397
13 H 1.410 1.050 1.689  0.271
14 H 0.775 -1.925 -0.026  0.299
15 H -2.692 -1.854 -0.311  0.221

4.
# C2H9N4O

A cluster of 2 separate species, C2H9N4O in total (ωB97M-V/def2-TZVPD, the OMol25 dataset).

Values from the calculation:
Kohn-Sham gap ... 0.344 Ha
E_HOMO ... -12.53 eV
Energy relative to the best compared isomer or geometry (same formula, charge and spin) ... 157.89 kcal/mol
Charge ... +1

Last column: Mulliken charge in e.
Geometry (Å):
1 O -1.103 0.381 2.100  -0.449
2 N 3.927 -1.943 -0.788  -0.737
3 N 2.889 -1.159 -0.637  0.546
4 N 1.349 0.628 -0.157  -0.255
5 N -1.225 0.224 0.712  -0.234
6 C -2.166 0.961 -0.106  -0.594
7 C 2.116 -0.374 -0.326  0.346
8 H 0.335 0.682 -0.398  0.198
9 H -1.673 1.629 -0.841  0.210
10 H -2.857 0.265 -0.745  0.263
11 H 4.651 -1.647 -1.415  0.281
12 H -2.753 1.604 0.637  0.275
13 H -1.352 -0.734 0.642  0.237
14 H 3.753 -2.976 -0.900  0.304
15 H -1.935 0.847 2.528  0.338
16 H 1.667 1.401 0.411  0.273

5.
# C2H9N4O

A cluster of 2 separate species, C2H9N4O in total (ωB97M-V/def2-TZVPD, the OMol25 dataset).

Values from the calculation:
Kohn-Sham gap ... 0.408 Ha
E_HOMO ... -14.42 eV
Energy relative to the best compared isomer or geometry (same formula, charge and spin) ... 115.31 kcal/mol
Charge ... +1

Last column: Mulliken charge in e.
Geometry (Å):
1 O 1.369 -0.927 0.087  -0.300
2 N 1.679 -0.031 1.243  -0.391
3 N -1.298 -0.179 0.636  -0.820
4 N 0.733 0.894 -0.999  -0.170
5 N 0.408 -1.248 -1.910  -0.403
6 C 0.348 1.946 -0.539  -0.209
7 C 0.772 -0.420 -0.939  0.846
8 H 0.129 -1.059 -2.921  0.293
9 H -0.624 1.892 -0.017  0.286
10 H -1.003 -1.101 0.958  0.266
11 H 1.344 -0.392 2.065  0.237
12 H 0.909 2.907 -0.753  0.261
13 H -2.324 -0.561 0.479  0.252
14 H 2.684 -0.144 1.223  0.270
15 H -1.480 0.357 1.494  0.304
16 H 0.929 -2.098 -1.696  0.277

6.
# C2H9N5

The molecule C2H9N5 (ωB97M-V/def2-TZVPD, the OMol25 dataset).

Values from the calculation:
Kohn-Sham gap ... 0.303 Ha
E_HOMO ... -7.31 eV
Energy relative to the best compared isomer or geometry (same formula, charge and spin) ... 52.66 kcal/mol

Last column: Mulliken charge in e.
Geometry (Å):
1 N 2.192 -0.834 0.640  -0.532
2 N 0.459 0.558 -0.861  -0.516
3 N -1.535 -0.964 -0.907  -0.636
4 N -0.132 -0.491 1.000  -0.788
5 N -1.761 1.074 0.200  -0.624
6 C 1.103 0.034 0.717  0.205
7 C -0.873 -0.003 -0.089  0.602
8 H 0.788 -0.060 -1.598  0.251
9 H 0.537 1.537 -1.143  0.283
10 H 1.965 -1.767 0.964  0.270
11 H -2.532 -0.979 -0.732  0.269
12 H 3.051 -0.489 1.050  0.259
13 H -1.435 1.659 0.955  0.248
14 H -1.109 -1.871 -0.757  0.269
15 H -2.135 1.589 -0.586  0.213
16 H 1.418 1.008 1.147  0.227

Among the records above, which one has the lowest energy relative to the best compared isomer or geometry (same formula, charge and spin)? number 1